No. 1
{
  "formula": "C3H6Cl2OS",
  "method": "ωB97M-V/def2-TZVPD",
  "smiles": "C=C(C)Cl.OSCl",
  "de_lowest_kcal_mol": 19.2,
  "symbols": ["C", "C", "C", "Cl", "H", "H", "H", "H", "H", "O", "S", "Cl", "H"],
  "xyz": [[-0.875, -0.435, 0.933], [0.204, 0.303, 0.883], [0.263, 1.659, 0.385], [1.870, -0.192, 1.335], [-0.875, -1.393, 1.298], [-1.746, -0.026, 0.393], [1.371, 2.072, 0.512], [0.022, 1.890, -0.622], [-0.442, 2.213, 1.057], [-0.817, -1.602, -2.003], [0.605, -0.763, -2.021], [1.814, -2.104, -0.997], [-1.394, -1.622, -1.154]]
}

No. 2
{
  "formula": "C37H44CuN3P2S2Si",
  "method": "ωB97M-V/def2-TZVPD",
  "symbols": ["Cu", "C", "S", "C", "C", "C", "N", "P", "C", "C", "C", "C", "C", "C", "C", "C", "C", "C", "C", "C", "P", "C", "C", "C", "C", "C", "C", "C", "C", "C", "C", "C", "C", "H", "H", "H", "H", "H", "H", "H", "H", "H", "H", "H", "H", "H", "H", "H", "H", "H", "H", "H", "H", "H", "H", "H", "H", "H", "H", "H", "H", "H", "C", "Si", "C", "C", "C", "C", "C", "C", "C", "H", "H", "H", "H", "H", "H", "H", "H", "H", "H", "H", "N", "C", "N", "S", "H", "H", "H", "H"],
  "xyz": [[-0.503, -1.159, 1.571], [0.660, 6.133, -2.860], [0.625, 4.838, -4.126], [1.375, 3.466, -3.206], [0.472, 2.889, -2.121], [1.043, 1.560, -1.622], [0.192, 0.839, -0.673], [0.340, 0.892, 1.016], [-0.206, 2.560, 1.509], [-1.143, 3.274, 0.769], [-1.644, 4.475, 1.248], [-1.244, 4.952, 2.487], [-0.340, 4.225, 3.250], [0.175, 3.034, 2.766], [2.126, 0.936, 1.412], [2.931, 2.073, 1.341], [4.261, 2.011, 1.725], [4.798, 0.822, 2.198], [4.007, -0.316, 2.270], [2.679, -0.261, 1.872], [-0.765, -0.532, -1.145], [-1.547, 0.167, -2.655], [-2.737, 0.859, -2.421], [-3.435, 1.446, -3.465], [-2.951, 1.332, -4.761], [-1.774, 0.639, -5.005], [-1.075, 0.053, -3.959], [0.435, -1.661, -1.936], [1.813, -1.503, -1.963], [2.607, -2.421, -2.638], [2.039, -3.529, -3.244], [0.665, -3.723, -3.176], [-0.130, -2.790, -2.534], [0.250, 7.023, -3.332], [1.686, 6.325, -2.549], [0.044, 5.862, -2.005], [2.326, 3.808, -2.792], [1.584, 2.710, -3.966], [-0.525, 2.728, -2.536], [0.390, 3.595, -1.294], [2.023, 1.742, -1.167], [1.204, 0.916, -2.490], [-1.481, 2.882, -0.183], [-2.360, 5.037, 0.663], [-1.646, 5.883, 2.866], [-0.044, 4.583, 4.228], [0.880, 2.465, 3.361], [2.515, 3.015, 1.003], [4.879, 2.899, 1.667], [5.831, 0.785, 2.518], [4.415, -1.245, 2.646], [2.060, -1.152, 1.926], [-3.110, 0.925, -1.403], [-4.357, 1.979, -3.273], [-3.495, 1.777, -5.585], [-1.400, 0.553, -6.017], [-0.160, -0.489, -4.166], [2.273, -0.657, -1.463], [3.680, -2.277, -2.687], [2.666, -4.248, -3.754], [0.211, -4.596, -3.628], [-1.206, -2.929, -2.495], [-1.213, -3.327, 4.310], [-1.598, -2.976, 2.462], [-1.959, -4.743, 1.815], [-3.336, -2.144, 2.433], [-3.911, -1.815, 1.201], [-5.075, -1.065, 1.116], [-5.693, -0.612, 2.274], [-5.151, -0.937, 3.509], [-3.988, -1.695, 3.582], [-1.972, -3.947, 4.795], [-1.106, -2.403, 4.885], [-0.259, -3.857, 4.376], [-2.627, -5.268, 2.500], [-1.035, -5.323, 1.728], [-2.430, -4.725, 0.829], [-3.431, -2.152, 0.285], [-5.498, -0.823, 0.147], [-6.586, -0.002, 2.214], [-5.634, -0.594, 4.417], [-3.576, -1.943, 4.554], [4.206, -5.472, 1.783], [3.707, -4.322, 1.267], [4.637, -3.384, 0.937], [2.086, -4.074, 1.052], [5.140, -5.499, 2.158], [3.539, -6.115, 2.171], [5.592, -3.658, 0.778], [4.289, -2.603, 0.408]]
}

No. 3
{
  "formula": "C5H7NS",
  "method": "ωB97M-V/def2-TZVPD",
  "smiles": "S=C1CCN2C[C@H]12",
  "de_lowest_kcal_mol": 36.3,
  "symbols": ["S", "C", "C", "C", "N", "C", "C", "H", "H", "H", "H", "H", "H", "H"],
  "xyz": [[2.912, -0.293, -0.101], [1.319, -0.112, -0.205], [0.577, 1.150, 0.179], [-0.846, 0.968, -0.301], [-1.067, -0.450, -0.601], [-0.762, -1.305, 0.538], [0.278, -1.150, -0.522], [1.112, 2.017, -0.264], [0.567, 1.284, 1.258], [-1.048, 1.540, -1.199], [-1.607, 1.269, 0.438], [-0.638, -0.819, 1.506], [-1.268, -2.251, 0.626], [0.472, -1.848, -1.352]]
}

Here are the calculated frontier orbital gap numbers, same order: 8.98; 6.96; 8.51 (eV).
Here are the calculated E_HOMO numbers, same order: -9.0; -6.7; -8.6 (eV).
Here are the calculated LUMO numbers, same order: 0.0; 0.3; -0.1 (eV).